1.
{
  "formula": "C9H8ErN2O4",
  "method": "wB97M-V/def2-TZVPD",
  "elements": ["Er", "C", "O", "C", "O", "C", "O", "C", "O", "H", "H", "N", "C", "C", "C", "N", "C", "C", "H", "H", "H", "H", "H", "H"],
  "coordinates": [[-0.0023, 0.0196, 0.1355], [0.0097, 1.8903, -0.6047], [0.0140, 2.9325, -0.9415], [-0.0018, -0.5780, -1.9145], [-0.0045, -0.8623, -2.9928], [-1.9991, 0.0008, 0.0018], [-3.1183, 0.0473, -0.0117], [2.0028, -0.0187, -0.0077], [3.1172, 0.0177, -0.0106], [-0.0062, -1.5892, 0.9837], [-0.0100, -1.8687, 0.1211], [0.6552, 1.4624, 6.2577], [0.5471, 1.1710, 4.9825], [1.2349, 0.0672, 4.3678], [1.0893, -0.2119, 3.0465], [0.2950, 0.5333, 2.2583], [-0.3801, 1.5871, 2.7595], [-0.2792, 1.9253, 4.0766], [1.2366, 0.9194, 6.9026], [0.1568, 2.2446, 6.6926], [1.8788, -0.5474, 5.0098], [1.6303, -1.0862, 2.5963], [-1.0374, 2.1809, 2.0750], [-0.8332, 2.7777, 4.4823]],
  "forces_ev_per_a": [[-0.1, 0.3, 9.0], [0.3, 6.2, -2.9], [0.0, 2.3, -0.7], [0.2, -2.1, -6.0], [0.0, 0.2, 0.5], [-11.1, -0.3, -1.2], [1.1, 0.0, 0.1], [9.8, 0.0, -1.2], [-0.3, 0.0, 0.1], [-0.2, -4.5, -2.0], [-0.1, -1.8, 3.6], [0.0, 0.0, 0.2], [-0.1, -0.1, -0.7], [0.7, -0.6, 0.8], [1.1, -0.8, 1.6], [-0.1, -0.8, -2.2], [-0.6, 1.2, 1.2], [-0.6, 0.8, 0.2], [-0.2, 0.1, -0.4], [0.2, -0.3, -0.3], [-0.2, 0.1, -0.4], [-0.5, 0.9, 0.5], [0.6, -0.5, 0.6], [0.1, -0.3, -0.3]],
  "lumo_ev": [-15.0, -14.8],
  "total_charge": 3,
  "multiplicity": 4,
  "de_lowest_kcal_mol": 151.1
}

---

2.
{
  "formula": "C9H8N2",
  "method": "wB97M-V/def2-TZVPD",
  "elements": ["C", "C", "C", "C", "C", "C", "C", "C", "C", "H", "H", "H", "H", "H", "H", "H", "H", "N", "N"],
  "coordinates": [[1.0014, -2.6958, 1.1886], [1.0850, -1.5569, 1.9495], [0.7284, -0.3696, 1.4439], [0.1682, -0.2183, 0.1433], [0.0736, -1.3111, -0.6566], [0.5265, -2.6114, -0.2012], [-0.2293, 1.0990, -0.3448], [-1.4894, 2.6427, -1.3183], [-0.2453, 3.1188, -1.0525], [1.4641, -3.5707, 1.5066], [1.5707, -1.6484, 3.0255], [0.7298, 0.5082, 1.9946], [-0.1713, -1.3227, -1.7683], [0.5089, -3.2834, -0.8433], [-2.4104, 0.6117, -0.9754], [-2.5438, 2.9713, -1.6199], [0.2035, 4.2223, -1.2348], [-1.4708, 1.2645, -0.8506], [0.5002, 2.1500, -0.3864]],
  "forces_ev_per_a": [[-1.0, 0.5, -4.4], [1.8, -1.4, 3.1], [-1.7, 1.1, -2.2], [0.9, 0.0, 1.5], [0.7, -3.5, -1.7], [0.1, 8.6, 8.2], [-0.9, -1.9, 0.4], [-2.3, -1.9, 0.3], [0.8, 2.6, 0.2], [0.4, -1.6, 0.7], [-1.2, 0.3, -2.3], [0.4, 1.5, 1.2], [0.0, 0.6, 1.6], [0.0, -6.6, -5.3], [4.0, 2.0, 0.8], [2.2, 0.1, 0.1], [-1.3, -3.0, 0.5], [-3.5, 1.1, -1.8], [0.7, 1.5, -0.9]],
  "lumo_ev": 0.8,
  "total_charge": 0,
  "smiles": "c1ccc(-c2ncc[nH]2)cc1",
  "de_lowest_kcal_mol": 54.6
}

---

3.
{
  "formula": "C9H8N2O2",
  "method": "wB97M-V/def2-TZVPD",
  "elements": ["C", "C", "C", "C", "C", "C", "C", "C", "C", "N", "N", "O", "O", "H", "H", "H", "H", "H", "H", "H", "H"],
  "coordinates": [[-1.5336, 1.8432, 1.7669], [-0.8663, 2.8928, 0.9775], [-1.3063, 0.5627, 1.5897], [-0.1514, 2.4888, -0.1053], [-0.0908, -1.2405, 0.4561], [-0.5145, 0.0486, 0.5439], [0.0652, 1.0435, -0.3158], [0.7607, -1.4480, -0.7088], [0.1982, -2.1875, -1.8735], [0.9528, 0.6174, -1.1104], [2.1422, -1.4259, -0.4474], [3.0208, -1.7273, -1.2473], [2.3669, -1.1823, 0.6914], [-2.2691, 2.1703, 2.4157], [-1.0501, 3.9207, 1.3207], [-1.8445, -0.2586, 1.9656], [0.4739, 3.1217, -0.7611], [-0.3306, -2.0158, 1.2857], [-0.0018, -1.6927, -2.8511], [-0.8244, -2.4667, -1.5499], [0.8027, -3.0645, -2.0428]],
  "forces_ev_per_a": [[0.8, 1.2, -0.8], [0.1, -0.9, -0.6], [-0.9, -1.3, -0.4], [0.5, 0.7, 0.5], [-0.7, 0.5, 1.3], [0.4, -0.8, 1.1], [1.1, -0.2, -0.8], [-1.2, 3.7, -2.5], [-1.3, -0.1, -0.3], [-0.1, -2.4, -0.8], [1.8, -1.9, -0.9], [-1.1, 0.3, -0.6], [1.3, 1.0, 3.1], [-1.2, 0.5, 1.5], [0.4, -0.4, -0.6], [-1.1, -0.3, 1.6], [-0.7, -0.2, 0.5], [0.4, 1.3, -1.8], [0.8, 0.2, 0.8], [0.6, -0.3, -0.2], [0.1, -0.4, -0.2]],
  "lumo_ev": [-0.9, -0.9],
  "total_charge": 0,
  "de_lowest_kcal_mol": 188.2
}

---

4.
{
  "formula": "C9H8N2O2",
  "method": "wB97M-V/def2-TZVPD",
  "elements": ["C", "C", "C", "C", "C", "C", "C", "C", "C", "N", "N", "O", "O", "H", "H", "H", "H", "H", "H", "H", "H"],
  "coordinates": [[0.2233, 1.3165, -0.9896], [-2.4471, -1.9625, 0.3023], [-1.5200, -2.4189, -0.6685], [-2.1109, -0.8846, 1.0938], [-0.1622, -2.0211, -0.6688], [-0.7825, -0.4417, 1.0914], [0.2303, -1.0924, 0.3151], [1.4816, -0.6647, 0.3338], [2.7380, 2.4813, -1.1451], [-0.7941, 1.6824, -0.6069], [1.2526, 0.6805, -1.4892], [2.5509, -0.3471, 0.6389], [2.5225, 1.2672, -1.6152], [-3.4251, -2.4765, 0.3790], [-1.8755, -3.1444, -1.4183], [-2.7842, -0.5109, 1.9224], [0.5444, -2.3781, -1.4276], [-0.2441, 0.3041, 1.5710], [3.5569, 2.9494, -1.8197], [3.1598, 2.6915, -0.1159], [1.8039, 3.0970, -1.0926]],
  "forces_ev_per_a": [[2.4, 0.2, -1.4], [0.2, -0.3, -0.8], [0.8, -0.3, -0.1], [0.3, 0.3, 2.1], [-1.7, -0.6, -0.3], [1.3, -1.6, -1.4], [-4.9, -2.1, -0.4], [4.7, 3.5, -0.7], [1.3, 5.3, 1.0], [-2.2, 0.9, 1.0], [0.2, -1.7, 0.5], [-1.1, -1.1, 0.1], [-0.6, -3.1, -0.6], [0.6, 0.7, -0.1], [0.4, 0.4, 0.5], [0.7, -0.3, -1.4], [-0.4, 0.1, 0.4], [-0.7, 1.8, 1.9], [-1.6, -0.4, 0.8], [-0.2, -1.3, -0.4], [0.6, -0.2, -0.7]],
  "lumo_ev": [-0.9, -0.9],
  "total_charge": 0,
  "de_lowest_kcal_mol": 166.7
}

---

5.
{
  "formula": "C9H8N2O3",
  "method": "wB97M-V/def2-TZVPD",
  "elements": ["O", "O", "O", "C", "C", "C", "C", "C", "C", "C", "N", "N", "C", "C", "H", "H", "H", "H", "H", "H", "H", "H"],
  "coordinates": [[4.2192, 1.5145, -1.4929], [3.6615, 2.8303, 1.2550], [-0.5282, -1.1179, -0.7072], [3.1800, 1.4297, -0.8656], [0.8983, 1.8125, 1.9817], [-0.4287, 1.1751, 2.1572], [-0.0283, -0.0829, 0.0674], [1.1817, 0.6551, -0.1294], [1.5868, 1.5209, 0.7751], [-0.8389, 0.2744, 1.1264], [2.1447, 0.6116, -1.2075], [2.9335, 1.8791, 0.4461], [-1.6741, -1.6415, -0.0452], [-2.0769, -0.5327, 0.9062], [4.4793, 2.4215, 1.5724], [1.4038, 2.5443, 2.6183], [-1.0871, 1.4170, 2.9639], [1.8556, 0.2123, -2.0559], [-2.5611, -1.9391, -0.5919], [-1.3977, -2.5264, 0.5594], [-2.4311, -1.0376, 1.7885], [-2.8505, 0.2217, 0.5199]],
  "forces_ev_per_a": [[-0.4, 0.8, 0.2], [-1.4, -0.7, -1.8], [0.7, 0.6, -1.0], [2.9, -0.4, -0.5], [-1.9, -1.1, -0.8], [2.9, 0.6, -2.3], [1.2, 0.9, -0.2], [-1.9, -3.3, -4.0], [1.6, 2.2, 4.5], [1.0, 0.0, 1.0], [-2.4, 0.2, 3.5], [-0.8, 0.5, 0.7], [-0.2, 0.3, 1.7], [-1.6, 1.3, 0.6], [-0.2, -0.6, -0.4], [-0.7, -0.4, 0.2], [-0.1, 0.1, 0.4], [0.5, -0.2, -1.3], [0.5, 0.1, -1.2], [0.3, 0.3, -0.3], [-0.5, 0.3, 0.6], [0.6, -1.5, 0.3]],
  "lumo_ev": 0.7,
  "total_charge": 0,
  "smiles": "O=c1[nH]c2c3c(ccc2n1O)CCO3",
  "de_lowest_kcal_mol": 19.4
}

---

6.
{
  "formula": "C9H8NO3S",
  "method": "wB97M-V/def2-TZVPD",
  "elements": ["C", "C", "C", "C", "C", "C", "C", "C", "C", "N", "O", "O", "O", "S", "H", "H", "H", "H", "H", "H", "H", "H"],
  "coordinates": [[2.7215, -1.8170, 0.2638], [-2.7991, 0.2439, -0.1075], [-2.6347, -0.0300, 1.2301], [-1.8094, 0.9030, -0.7965], [-1.4837, 0.2861, 1.9346], [-0.5864, 1.2032, -0.0657], [-0.4593, 0.8167, 1.2405], [0.6230, -1.4551, -1.8728], [2.2805, -0.7117, -0.3909], [3.4049, -2.6101, 0.7050], [3.0429, 1.4062, 1.1845], [2.5604, 1.9046, -1.1515], [1.5061, -0.6792, -1.3967], [3.2927, 1.0442, -0.1885], [-3.7732, 0.0617, -0.4260], [-3.3215, -0.7767, 1.6297], [-2.0202, 1.0709, -1.8148], [-1.5845, -0.0853, 2.9587], [0.0702, 1.9540, -0.5103], [0.0423, -1.2037, -2.8150], [0.5054, 0.8758, 1.8559], [0.4221, -2.4014, -1.4665]],
  "forces_ev_per_a": [[-0.9, 0.9, -1.1], [0.9, 0.7, 1.0], [-0.1, -1.2, 0.3], [1.4, -0.1, 2.3], [-2.9, -2.1, 0.3], [-2.1, 1.0, -2.4], [3.3, 0.7, 2.2], [-2.1, -0.8, -2.6], [1.0, 2.9, 0.9], [1.6, -2.7, 1.7], [-0.5, 0.3, 2.0], [-0.1, -0.5, 0.1], [-0.8, 1.4, -1.3], [0.4, -0.6, -2.1], [-1.3, -0.6, -1.5], [-0.3, 0.7, 0.5], [0.5, 0.8, -1.1], [1.2, 0.5, -0.1], [0.6, -1.0, 0.0], [1.2, 0.3, 1.4], [-1.1, 0.7, -1.5], [0.0, -1.1, 0.9]],
  "lumo_ev": [3.2, 3.2],
  "total_charge": -1,
  "de_lowest_kcal_mol": 133.7
}

---

7.
{
  "formula": "C9H8O3",
  "method": "wB97M-V/def2-TZVPD",
  "elements": ["C", "C", "C", "C", "C", "C", "C", "C", "C", "O", "O", "O", "H", "H", "H", "H", "H", "H", "H", "H"],
  "coordinates": [[2.4101, -0.6904, -0.4166], [1.3972, -1.5639, -0.7558], [2.1362, 0.4946, 0.2956], [0.0902, -1.4471, -0.2448], [0.7862, 0.7020, 0.7100], [-0.1505, -0.2554, 0.4894], [-3.1978, -0.7526, -0.0791], [-1.5209, 0.1283, 0.9399], [-2.6226, 0.6214, -0.4338], [-4.1614, -1.3799, -0.5037], [-2.3650, -1.1022, 0.9012], [-3.3442, 1.7646, -0.3082], [3.4225, -0.9563, -0.5666], [1.7058, -2.4409, -1.3160], [2.8042, 1.3202, 0.3275], [-0.6956, -2.1651, -0.5050], [0.7030, 1.5179, 1.3881], [-1.4161, 0.8087, 1.7388], [-2.0785, 0.5514, -1.3422], [-3.4898, 1.9144, 0.6285]],
  "forces_ev_per_a": [[-0.5, 1.6, 1.1], [-0.6, -1.2, 0.7], [-2.4, -1.2, -1.2], [1.1, 1.5, -0.7], [3.9, -0.4, -0.2], [-1.9, -0.9, -0.4], [-3.0, -0.4, -1.0], [-1.2, -1.6, -5.1], [2.1, -1.4, 3.1], [2.4, 1.2, 1.0], [0.4, 0.5, 1.6], [-0.2, 0.3, -0.2], [0.9, -0.1, -0.8], [-0.3, 0.0, 0.0], [0.9, 0.2, 0.6], [0.4, 0.4, 0.3], [-0.9, 0.8, 0.2], [-1.1, 0.3, 1.5], [0.5, 0.3, -0.9], [-0.3, 0.1, 0.1]],
  "lumo_ev": 0.5,
  "total_charge": 0,
  "smiles": "O=C1O[C@@H](c2ccccc2)[C@@H]1O",
  "de_lowest_kcal_mol": 41.5
}

---

8.
{
  "formula": "C9H8O4",
  "method": "wB97M-V/def2-TZVPD",
  "elements": ["C", "C", "C", "C", "C", "C", "C", "C", "C", "H", "H", "H", "H", "H", "H", "H", "H", "O", "O", "O", "O"],
  "coordinates": [[1.6613, 2.9856, 0.2804], [1.4593, 1.5811, 0.7445], [-0.0490, -0.2160, 0.1540], [-0.5152, -0.3622, 1.5124], [-1.2515, -1.5002, 1.7575], [-1.7402, -2.3631, 0.7495], [-1.2806, -2.1138, -0.5739], [-0.4209, -1.0617, -0.8613], [-0.1759, -0.8164, -2.3367], [0.7667, 3.2135, -0.3478], [2.5560, 2.9126, -0.3915], [1.8009, 3.6489, 1.1546], [-0.1623, 0.1770, 2.2887], [-1.5435, -1.7506, 2.7499], [-2.3972, -3.1756, 0.7860], [-1.5785, -2.8385, -1.3494], [0.4374, 0.9749, -2.0379], [1.7044, 1.1558, 1.8153], [0.8642, 0.8911, -0.2308], [0.2840, 0.3560, -2.7608], [-0.4196, -1.6983, -3.1027]],
  "forces_ev_per_a": [[0.3, -0.1, -0.8], [-0.3, 1.5, -0.2], [0.9, 1.5, 1.8], [0.2, -2.4, -4.3], [-1.5, -1.0, -0.7], [2.5, 2.4, -2.4], [-0.9, -1.2, 1.5], [-0.4, 0.7, -0.7], [0.3, -0.7, 0.7], [0.9, 0.4, 0.6], [-0.6, 0.6, 0.6], [0.0, -0.3, -0.8], [0.9, 1.8, 2.1], [-0.1, 0.2, 0.8], [-0.8, -1.0, 1.1], [0.2, 0.8, 0.2], [0.1, -0.1, 0.3], [0.7, -0.6, 1.5], [-2.3, -2.5, -0.2], [0.0, 0.3, -0.4], [-0.1, -0.2, -0.8]],
  "lumo_ev": 0.4,
  "total_charge": 0,
  "smiles": "CC(=O)Oc1ccccc1C(=O)O",
  "de_lowest_kcal_mol": 4.4
}

---

9.
{
  "formula": "C9H9AlN2O5S",
  "method": "wB97M-V/def2-TZVPD",
  "elements": ["O", "C", "Al", "O", "C", "C", "O", "C", "O", "C", "O", "H", "S", "C", "N", "C", "C", "C", "N", "H", "H", "H", "H", "H", "H", "H", "H"],
  "coordinates": [[0.3749, 1.8168, -2.0162], [0.0826, 2.9191, -2.1444], [0.2920, -1.3298, 0.4829], [-1.2045, 1.1808, 1.6818], [-0.9015, 0.3465, 0.8680], [-0.6706, -0.9434, -1.1526], [-0.8478, -2.1734, -0.7263], [2.1051, -0.5923, -0.3290], [3.0452, -0.1809, -0.8436], [-1.4267, 0.1817, -0.5858], [-2.2814, 0.8810, -1.0976], [0.0543, -0.7375, -1.9704], [0.5537, -2.5473, 2.3422], [0.1735, -1.3939, 3.6069], [1.0121, -0.3972, 3.8990], [0.7029, 0.6661, 4.8661], [-0.2015, 0.0974, 5.9393], [-1.4113, -0.5561, 5.3059], [-0.9545, -1.5256, 4.3071], [1.8051, -0.2799, 3.2779], [0.2138, 1.5029, 4.3396], [1.6519, 1.0242, 5.2822], [-0.5147, 0.8921, 6.6199], [0.3526, -0.6450, 6.5250], [-2.0514, 0.1974, 4.8220], [-2.0110, -1.0960, 6.0448], [-1.5990, -2.2222, 3.9546]],
  "forces_ev_per_a": [[-0.4, 1.7, -0.1], [0.5, -1.7, 0.1], [0.8, -1.9, 2.8], [1.2, -2.5, -2.2], [-1.4, 2.8, 3.0], [0.8, -0.2, -3.5], [0.8, 1.2, 0.9], [4.3, 1.4, -2.2], [-3.8, -1.5, 2.1], [-4.7, 2.7, -1.7], [2.8, -2.0, 1.3], [-1.2, -0.2, -0.4], [0.2, -0.3, -0.4], [-0.5, 1.4, 1.2], [-0.3, -0.5, -1.0], [0.1, 0.4, 0.1], [0.2, -0.1, 0.4], [-0.3, 0.2, 0.3], [0.7, -0.3, -1.4], [0.0, -0.2, 0.4], [0.2, -0.3, 0.1], [-0.3, -0.1, -0.1], [0.0, -0.1, -0.1], [-0.1, 0.1, 0.0], [0.1, -0.3, 0.1], [0.1, 0.1, -0.2], [0.0, -0.1, 0.3]],
  "lumo_ev": [-11.0, -10.3],
  "total_charge": 2,
  "de_lowest_kcal_mol": 22.9
}

---

10.
{
  "formula": "C9H9BCl3NO2",
  "method": "wB97M-V/def2-TZVPD",
  "elements": ["C", "C", "B", "O", "N", "O", "C", "C", "C", "C", "C", "C", "H", "H", "H", "H", "H", "H", "H", "H", "C", "Cl", "Cl", "Cl", "H"],
  "coordinates": [[1.9984, -0.9286, 2.2113], [0.8696, -1.6510, 2.3349], [-0.3404, -1.4780, 1.3651], [-1.6537, -1.6344, 1.8184], [-2.6166, -0.6466, 1.3695], [-2.3854, 0.3952, 1.8138], [-0.0684, -1.1979, -0.1550], [-0.0706, -2.2851, -1.0322], [0.1927, -2.0973, -2.3836], [0.4694, -0.8274, -2.8569], [0.4698, 0.2638, -2.0011], [0.2032, 0.0761, -0.6509], [1.9724, 0.1319, 1.9696], [2.9946, -1.3549, 2.3073], [0.8243, -2.4167, 3.1119], [-0.2691, -3.2797, -0.6452], [0.1762, -2.9428, -3.0598], [0.6953, -0.6757, -3.9061], [0.6725, 1.2661, -2.3602], [0.2066, 0.9094, 0.0438], [-0.8891, 4.1744, 0.1916], [-2.4400, 3.5085, -0.3110], [-0.0929, 3.0993, 1.3426], [0.1498, 4.4720, -1.2035], [-1.0687, 5.1195, 0.6857]],
  "forces_ev_per_a": [[0.0, -0.2, 0.0], [-0.2, 0.2, 0.0], [-0.2, 0.7, 0.7], [0.4, 0.1, 0.3], [-0.4, -0.2, -0.2], [0.1, 0.0, -0.1], [-0.2, 0.0, 0.1], [0.0, 0.2, 0.0], [0.0, -0.2, 0.2], [0.1, 0.3, -0.3], [0.0, 0.1, 0.3], [0.0, -0.1, 0.0], [0.0, -0.3, -1.2], [-0.1, 0.2, 1.3], [0.5, -0.8, -0.7], [0.0, 0.0, -0.1], [0.0, 0.0, 0.0], [-0.1, 0.0, 0.0], [0.0, -0.1, -0.1], [0.0, 0.0, -0.3], [0.0, -0.1, -0.1], [0.0, 0.0, 0.0], [0.0, 0.2, 0.2], [0.0, 0.0, 0.0], [0.0, 0.0, 0.0]],
  "lumo_ev": -0.2,
  "total_charge": 0,
  "smiles": "C=CB(ON=O)c1ccccc1.ClC(Cl)Cl"
}

---

| no. | E_tot (hartree) |
| --- | --- |
| 1 | -1771.8556 |
| 2 | -457.1916 |
| 3 | -607.4899 |
| 4 | -607.5243 |
| 5 | -682.9128 |
| 6 | -1026.2812 |
| 7 | -573.4003 |
| 8 | -648.7140 |
| 9 | -1473.9897 |
| 10 | -1958.8926 |